(1)
C32H60CdN2O2P3 as an isolated structure. Source: the OMol25 dataset; level of theory: ωB97M-V/def2-TZVPD.

Properties
Molecular weight: 710.2 g mol⁻¹
LUMO level: -1.7960 eV
HOMO level: -8.30 eV
Frontier orbital gap: 6.50 eV

The geometry in ORCA input format:
```
! wB97M-V def2-TZVPD RIJCOSX def2/J DEFGRID3
* xyz 1 1
C -2.53718 0.88973 -1.70330
C -2.95434 -1.29624 -0.91142
C -3.72713 0.90752 -2.43929
C -4.22461 -1.27482 -1.55724
C -4.59487 -0.18644 -2.32177
H -3.95926 1.77507 -3.05519
H -4.87056 -2.14211 -1.42684
H -5.55441 -0.16338 -2.83641
N -2.16558 -0.16183 -0.97032
P -0.74488 2.46629 -0.13839
P -0.79449 -2.60026 0.30872
C -1.59543 2.11085 -1.73619
H -0.83097 1.92512 -2.50752
H -2.15072 2.99738 -2.06849
C -2.46443 -2.44485 -0.22857
H -3.18157 -3.25419 -0.07802
C 0.09319 -3.49523 -1.13579
C -0.69997 -3.62557 1.91254
C 0.79718 3.56800 -0.47762
C -2.09892 3.34256 0.84884
C 1.61275 -3.28732 -0.99530
H 2.03462 -3.82685 -0.13780
H 2.10474 -3.67475 -1.90113
H 1.86655 -2.22525 -0.89709
C -0.24192 -4.99182 -1.13808
H 0.19400 -5.53888 -0.29174
H -1.32480 -5.16938 -1.16652
H 0.18595 -5.43490 -2.05039
C -0.38835 -2.88099 -2.45541
H 0.19802 -3.30597 -3.28153
H -1.44137 -3.11566 -2.63894
H -0.25982 -1.79503 -2.46852
C 0.75872 -4.07109 2.14201
H 1.45429 -3.21749 2.09082
H 0.84162 -4.49930 3.15341
H 1.08633 -4.84751 1.43921
C -1.11056 -2.74918 3.10779
H -0.42039 -1.90716 3.26007
H -2.13235 -2.36720 3.01148
H -1.07504 -3.37117 4.01764
C -1.66784 -4.80574 1.83827
H -1.44084 -5.50483 1.02880
H -1.59537 -5.36263 2.78280
H -2.70297 -4.46151 1.73285
C -1.55308 3.50815 2.28308
H -2.32046 4.01289 2.88980
H -1.34679 2.53346 2.75027
H -0.64225 4.12378 2.32151
C -3.36488 2.46289 0.87578
H -3.91279 2.50861 -0.07372
H -3.14137 1.41152 1.09214
H -4.02485 2.83108 1.67580
C -2.48894 4.70098 0.25180
H -3.43515 5.00954 0.71943
H -1.76354 5.49138 0.46867
H -2.66105 4.65308 -0.83153
C 1.14872 3.48893 -1.96402
H 0.38257 3.95017 -2.60085
H 2.09252 4.02855 -2.13518
H 1.30664 2.45215 -2.28213
C 1.95670 2.96199 0.33445
H 2.17144 1.93279 0.02335
H 2.86349 3.56521 0.17398
H 1.74355 2.96241 1.41214
C 0.62531 5.03816 -0.07426
H -0.12076 5.55630 -0.69047
H 0.38912 5.17216 0.99089
H 1.58633 5.54836 -0.24803
Cd -0.26340 -0.06009 0.48183
C -1.85244 0.20608 2.40868
O -2.55504 0.18890 3.31546
N 1.14180 0.05897 -1.33095
C 1.68916 0.00546 -2.36360
C 2.60065 -0.07314 -3.55381
C 2.05932 -1.11864 -4.53571
C 2.63378 1.30387 -4.22149
C 3.98851 -0.45911 -3.03373
H 2.05486 -2.11943 -4.08057
H 1.03714 -0.85872 -4.84534
H 2.67045 -1.17820 -5.44768
H 3.06287 2.04944 -3.54039
H 3.24830 1.30264 -5.13098
H 1.62140 1.61597 -4.51129
H 4.73111 -0.50303 -3.84069
H 4.33720 0.28694 -2.30546
H 3.96125 -1.44597 -2.54997
C 3.21109 1.53225 3.48492
P 1.98757 0.23515 3.38496
C 2.67402 -1.32994 3.90383
C 0.66867 0.67397 4.52284
O 1.46696 0.09808 1.95671
H 3.98163 1.33923 2.73090
H 3.67880 1.57126 4.47581
H 2.72259 2.49753 3.30759
H 3.16697 -1.25423 4.87948
H 1.87490 -2.07802 3.98773
H 3.40925 -1.62616 3.14486
H 0.23298 1.62904 4.20148
H -0.09059 -0.11568 4.54740
H 1.08071 0.79505 5.53380
*
```

---

(2)
A 8-piece molecular cluster, C32H61N3O8P overall. Source: the OMol25 dataset; level of theory: ωB97M-V/def2-TZVPD.

Properties
Energy relative to the best compared isomer or geometry (same formula, charge and spin): 0.0 kJ/mol
Molecular weight: 646.8 g mol⁻¹
LUMO level: -3.8998 eV
HOMO level: -10.78 eV
Frontier orbital gap: 6.88 eV

The geometry in ORCA input format:
```
! wB97M-V def2-TZVPD RIJCOSX def2/J DEFGRID3
* xyz 1 1
C -1.15922 5.63675 3.63112
C -0.12579 4.62109 3.09008
C -0.75387 3.57783 2.12479
C 0.28195 2.54414 1.84719
C 1.34853 2.81399 0.98201
C 2.29244 1.80997 0.81701
N 2.21568 0.63123 1.40359
P 3.48753 -0.61809 1.09684
C 2.65214 -2.06426 0.38922
O 3.89952 -1.10265 2.62055
N 1.21245 0.32632 2.23428
C 0.30991 1.24055 2.44716
C -0.78136 0.79463 3.40806
C -1.94076 0.12506 2.66439
C -2.88985 0.93809 1.81356
N -2.15855 -1.12105 2.76233
H -0.85510 6.63860 3.32730
H -1.13178 5.63454 4.72112
H -2.16957 5.40654 3.30456
H 0.30471 4.07114 3.93254
H 0.70422 5.12377 2.59223
H -1.65666 3.15501 2.54895
H -1.04266 4.06752 1.19253
H 1.44263 3.76835 0.48639
H 3.14438 1.97411 0.16494
H 2.11338 -1.71118 -0.49457
H 3.44218 -2.74493 0.06961
H 2.00806 -2.59378 1.09233
H 3.78926 -0.37490 3.24524
H -1.14969 1.65828 3.96425
H -0.34904 0.06809 4.09247
H -3.41068 1.64365 2.46967
H -3.65133 0.26239 1.43364
H -2.39573 1.47956 1.00716
H -1.47327 -1.57138 3.37393
C -0.24328 0.23690 -1.66480
C 0.27796 -0.69785 -2.73189
O 1.45536 -0.99178 -2.78717
C -0.72942 -1.23851 -3.70416
H 0.58438 0.55626 -1.03114
H -0.69788 1.11578 -2.12411
H -0.98744 -0.27643 -1.05229
H -1.20572 -0.42111 -4.24520
H -1.49169 -1.80338 -3.17586
H -0.22861 -1.89214 -4.41538
C -0.29747 -4.97853 3.84989
C 0.56989 -3.75450 3.93964
O 0.10920 -2.65364 4.17045
C 2.05461 -3.94280 3.72723
H -1.33529 -4.70269 4.02034
H -0.20648 -5.42740 2.85917
H 0.00081 -5.70616 4.60118
H 2.23722 -4.34304 2.72834
H 2.46324 -4.62826 4.47031
H 2.54552 -2.97629 3.81911
C 3.77390 -0.12365 -4.51979
C 4.61078 1.12443 -4.38241
O 4.10765 2.18582 -4.08098
C 6.09293 0.99412 -4.62770
H 2.74006 0.11869 -4.31681
H 3.85576 -0.52344 -5.53237
H 4.10784 -0.87412 -3.80289
H 6.27322 0.64938 -5.64661
H 6.52401 0.27917 -3.92407
H 6.57449 1.95929 -4.49684
C 8.82650 3.27024 -8.60973
C 7.64850 3.18145 -7.67119
O 7.79513 3.13520 -6.47184
C 6.27463 3.15324 -8.29706
H 9.74878 3.28261 -8.03361
H 8.83642 2.40956 -9.28024
H 8.76422 4.18409 -9.20232
H 6.18117 2.28777 -8.95525
H 6.10917 4.06215 -8.87706
H 5.52096 3.08986 -7.51438
C -5.57041 -2.09069 -2.47284
C -4.78414 -2.24142 -3.75109
O -3.67663 -1.76462 -3.87357
C -5.43765 -3.01202 -4.86911
H -4.98915 -1.51843 -1.75277
H -6.50728 -1.56812 -2.67065
H -5.79117 -3.07260 -2.05213
H -6.36931 -2.52628 -5.16252
H -5.65303 -4.03091 -4.54421
H -4.76938 -3.04601 -5.72638
C -4.68782 6.68508 1.76096
C -4.65645 5.18295 1.64972
O -3.73484 4.53155 2.09838
C -5.81947 4.52281 0.95781
H -3.79690 7.03479 2.27804
H -4.71991 7.13139 0.76617
H -5.56956 6.99831 2.32122
H -5.89617 4.88383 -0.06874
H -6.74574 4.75097 1.48657
H -5.67352 3.44472 0.94601
C -2.45487 -7.74446 7.54690
C -2.46542 -7.47630 6.06313
O -1.44090 -7.29029 5.44529
C -3.81099 -7.45048 5.38209
H -1.42986 -7.73647 7.91032
H -3.02484 -6.97507 8.06988
H -2.89812 -8.71963 7.75303
H -4.43507 -6.66905 5.81826
H -4.30873 -8.41369 5.50176
H -3.67779 -7.24907 4.32141
*
```